i | This record from the OMol25 dataset describes 2 unconnected molecules or ions with the total composition C2H5BrSi. The level of theory is ωB97M-V/def2-TZVPD.

For the HOMO energy (spin up / spin down), the calculation gives -8.20 / -8.18 eV. The LUMO energy (spin up / spin down) is -0.93 / -0.93 eV. The calculation puts the frontier orbital gap (spin up / spin down) at 0.267 / 0.267 Ha.

Each line ends with the Löwdin charge.
Atoms and positions in Å:
C 0.696 1.796 -0.527  -0.2141
C -0.034 0.785 -0.731  -0.8199
Si -0.207 -1.663 0.894  0.7167
Br -1.543 0.711 -1.808  0.6048
H 0.710 2.598 -1.274  0.0606
H 1.292 1.737 0.416  0.0648
H 0.189 -1.572 2.296  -0.1634
H -1.605 -1.380 0.387  -0.1499
H 0.502 -3.011 0.347  -0.0997

ii | This record from the OMol25 dataset describes C2H5BrSi in the gas phase. The level of theory is ωB97M-V/def2-TZVPD.

For the HOMO energy, the calculation gives -8.70 eV. The LUMO energy is 0.71 eV. As for the SMILES: Br[SiH]1CC1. The calculation puts the frontier orbital gap at 0.346 Ha.

Each line ends with the Löwdin charge.
Atoms and positions in Å:
C 0.546 0.211 0.810  -0.3463
C 0.562 0.451 -0.704  -0.2952
Si -0.838 -0.796 -0.021  0.2852
Br -2.848 0.128 -0.035  0.2721
H 1.453 -0.289 1.386  0.1004
H 0.198 1.041 1.316  0.0144
H 0.567 1.443 -0.921  0.0155
H 1.283 -0.066 -1.272  0.0255
H -0.923 -2.124 -0.559  -0.0715

Computed energies relative to the best structure, in kJ/mol: i 410.5; ii 0.0

i | This record from the OMol25 dataset describes a molecular structure, C30H43Cl3NO4P2W. The level of theory is ωB97M-V/def2-TZVPD.

For the HOMO energy (spin up / spin down), the calculation gives -10.46 / -10.54 eV. Its spin multiplicity is 3. As for the charge: +1. The LUMO energy (spin up / spin down) is -3.11 / -3.96 eV. The calculation puts the frontier orbital gap (spin up / spin down) at 0.270 / 0.242 Ha.

Each line ends with the Löwdin charge.
Atoms and positions in Å:
W -0.716 0.021 0.223  1.5642
C -2.559 -2.736 2.522  -0.1103
C -1.090 -2.565 2.929  -0.4981
C -0.905 -1.588 4.095  -0.0924
P -0.131 -2.086 1.406  1.0311
C 0.083 -3.741 0.577  -0.4957
C 0.975 -4.718 1.336  -0.1029
C 0.600 -3.551 -0.853  -0.0964
C 1.479 -1.550 2.058  -0.2774
C 2.176 -2.230 3.053  -0.0571
C 3.296 -1.683 3.661  -0.2566
C 4.085 -2.458 4.679  -0.0360
C 3.650 -0.383 3.308  -0.0100
C 2.964 0.314 2.333  -0.0149
C 1.903 -0.278 1.646  -0.2769
N 1.205 0.382 0.598  -0.1608
C 1.926 1.275 -0.245  -0.2873
C 3.288 1.150 -0.507  -0.0124
C 3.950 2.079 -1.291  -0.0126
C 3.288 3.168 -1.843  -0.2571
C 4.001 4.204 -2.667  -0.0385
C 1.916 3.254 -1.639  -0.0339
C 1.228 2.312 -0.886  -0.2882
P -0.584 2.311 -0.710  1.0409
C -0.895 3.946 0.106  -0.4918
C -0.135 3.985 1.436  -0.0953
C -2.388 4.211 0.285  -0.0892
C -1.280 2.396 -2.434  -0.4978
C -2.746 1.924 -2.424  -0.1002
C -1.171 3.748 -3.135  -0.0904
H -3.173 -2.939 3.399  0.0831
H -2.687 -3.567 1.826  0.0743
H -2.950 -1.841 2.040  0.0434
H -0.711 -3.542 3.237  0.0994
H -1.038 -0.556 3.789  0.0493
H 0.087 -1.679 4.533  0.0708
H -1.638 -1.806 4.873  0.0838
H -0.930 -4.153 0.537  0.1084
H 2.008 -4.372 1.355  0.0812
H 0.953 -5.677 0.816  0.0900
H 0.637 -4.893 2.357  0.0674
H 1.431 -2.843 -0.885  0.0859
H -0.194 -3.194 -1.501  0.0499
H 0.951 -4.502 -1.256  0.0895
H 1.823 -3.196 3.389  0.1072
H 3.489 -3.264 5.104  0.0803
H 4.431 -1.812 5.485  0.0842
H 4.967 -2.901 4.214  0.0901
H 4.476 0.099 3.818  0.1244
H 3.247 1.332 2.107  0.1223
H 3.839 0.314 -0.099  0.1207
H 5.012 1.957 -1.469  0.1218
H 5.077 4.168 -2.504  0.0805
H 3.646 5.205 -2.423  0.0838
H 3.819 4.041 -3.731  0.0891
H 1.380 4.090 -2.069  0.1008
H -0.476 4.699 -0.566  0.1083
H -0.409 3.147 2.076  0.0467
H -0.374 4.906 1.971  0.0897
H 0.943 3.954 1.274  0.0759
H -2.849 3.442 0.900  0.0225
H -2.917 4.241 -0.667  0.0626
H -2.538 5.169 0.785  0.0959
H -0.671 1.671 -2.980  0.0995
H -3.407 2.733 -2.112  0.0744
H -2.917 1.080 -1.758  0.0422
H -3.049 1.626 -3.429  0.0893
H -1.660 4.542 -2.569  0.0748
H -1.672 3.680 -4.102  0.0916
H -0.139 4.032 -3.323  0.0609
C -1.062 -1.624 -3.614  0.0354
C -0.938 -1.077 -2.233  -0.7148
O 0.118 -0.483 -1.854  -0.1050
O -1.869 -1.168 -1.384  -0.0988
H -0.102 -2.018 -3.942  0.0998
H -1.342 -0.816 -4.293  0.0986
H -1.831 -2.391 -3.652  0.0994
Cl -3.014 2.857 3.744  0.6728
C -3.675 1.517 2.806  -1.5022
Cl -5.090 2.035 1.888  0.6721
Cl -4.137 0.208 3.911  0.6746
C -2.610 0.953 1.858  -0.8347
O -2.929 0.406 0.779  -0.1141
O -1.388 0.998 2.174  -0.1551

ii | This record from the OMol25 dataset describes a molecular structure, C30H43Cl3NO4P2W. The level of theory is ωB97M-V/def2-TZVPD.

For the HOMO energy (spin up / spin down), the calculation gives -10.41 / -10.47 eV. Its spin multiplicity is 3. As for the charge: +1. The LUMO energy (spin up / spin down) is -3.06 / -3.44 eV. The calculation puts the frontier orbital gap (spin up / spin down) at 0.270 / 0.259 Ha.

Each line ends with the Löwdin charge.
Atoms and positions in Å:
W -0.046 0.615 0.629  1.4367
C 4.279 1.601 1.515  -0.1002
C 3.573 1.959 0.206  -0.5311
C 2.908 3.331 0.303  -0.1012
P 2.346 0.682 -0.262  1.0221
C 3.258 -0.917 -0.353  -0.5159
C 4.579 -0.778 -1.109  -0.0909
C 2.398 -2.007 -0.995  -0.0933
C 1.823 1.038 -1.958  -0.2910
C 2.583 1.700 -2.917  -0.0306
C 2.072 1.971 -4.181  -0.2562
C 2.903 2.661 -5.224  -0.0398
C 0.765 1.572 -4.455  -0.0100
C -0.012 0.919 -3.513  -0.0040
C 0.516 0.639 -2.259  -0.3019
N -0.256 0.021 -1.230  -0.1729
C -1.211 -0.974 -1.587  -0.2968
C -0.972 -1.872 -2.621  -0.0102
C -1.900 -2.859 -2.908  -0.0089
C -3.079 -2.989 -2.180  -0.2558
C -4.067 -4.081 -2.478  -0.0392
C -3.301 -2.091 -1.143  -0.0189
C -2.383 -1.094 -0.833  -0.2866
P -2.555 0.080 0.538  1.0518
C -3.801 1.307 -0.020  -0.5097
C -3.416 1.867 -1.390  -0.0933
C -3.995 2.422 1.006  -0.0822
C -3.220 -0.845 1.989  -0.5076
C -2.732 -0.213 3.294  -0.1059
C -4.741 -1.004 2.007  -0.0939
H 5.070 2.326 1.711  0.0927
H 4.734 0.611 1.501  0.0669
H 3.582 1.636 2.354  0.0512
H 4.311 1.972 -0.602  0.1006
H 2.273 3.371 1.192  0.0708
H 2.306 3.568 -0.575  0.0747
H 3.671 4.102 0.418  0.0932
H 3.455 -1.189 0.688  0.0644
H 4.407 -0.441 -2.134  0.0806
H 5.063 -1.755 -1.166  0.0906
H 5.279 -0.094 -0.631  0.0689
H 2.209 -1.771 -2.045  0.0790
H 1.440 -2.152 -0.498  0.0557
H 2.940 -2.953 -0.962  0.0941
H 3.592 2.020 -2.683  0.1136
H 3.733 3.204 -4.774  0.0796
H 2.306 3.367 -5.800  0.0842
H 3.322 1.937 -5.926  0.0901
H 0.339 1.790 -5.427  0.1235
H -1.029 0.634 -3.750  0.1215
H -0.061 -1.802 -3.200  0.1179
H -1.696 -3.552 -3.715  0.1218
H -3.928 -4.474 -3.484  0.0805
H -5.092 -3.722 -2.391  0.0831
H -3.947 -4.910 -1.778  0.0907
H -4.211 -2.185 -0.564  0.1035
H -4.737 0.747 -0.121  0.1134
H -2.456 2.387 -1.353  0.0654
H -4.176 2.579 -1.714  0.0894
H -3.350 1.081 -2.143  0.0739
H -3.068 2.975 1.171  0.0615
H -4.334 2.053 1.973  0.0640
H -4.741 3.129 0.641  0.0920
H -2.757 -1.831 1.884  0.1145
H -3.137 0.791 3.432  0.0765
H -1.646 -0.135 3.336  0.0212
H -3.056 -0.822 4.139  0.0910
H -5.239 -0.046 2.167  0.0759
H -5.021 -1.656 2.835  0.0913
H -5.143 -1.442 1.095  0.0608
C -0.674 4.590 1.160  0.0367
C -0.445 3.134 0.962  -0.6977
O -0.423 2.310 1.935  -0.1976
O -0.245 2.628 -0.181  -0.1248
H -1.163 4.775 2.112  0.0998
H -1.256 4.990 0.332  0.1018
H 0.296 5.093 1.159  0.0991
Cl 1.156 0.315 3.232  0.6737
C 1.176 -1.474 3.373  -1.4579
Cl 0.431 -1.926 4.893  0.6829
Cl 2.846 -2.037 3.301  0.6772
C 0.387 -2.121 2.186  -0.7574
O 0.205 -3.302 2.201  0.1095
O -0.004 -1.299 1.260  -0.2917

Computed energies relative to the best structure, in kJ/mol: i 35.6; ii 0.0

i | This record from the OMol25 dataset describes C5H5N3 in the gas phase. The level of theory is ωB97M-V/def2-TZVPD.

For the HOMO energy, the calculation gives -9.34 eV. The LUMO energy is 0.62 eV. As for the SMILES: C#CCn1cncn1. The calculation puts the frontier orbital gap at 0.366 Ha.

Each line ends with the Löwdin charge.
Atoms and positions in Å:
C 2.578 -0.781 -0.314  0.0682
C 1.741 0.164 0.044  -0.2328
C 0.751 1.224 0.258  -0.0909
C -0.403 -0.899 0.056  -0.1480
C -2.486 -0.161 -0.202  -0.2016
H 3.107 -1.837 -0.848  0.1454
H 0.665 1.606 1.303  0.1240
H 1.135 2.074 -0.607  0.1908
H 0.431 -1.434 0.670  0.1436
H -3.611 -0.026 0.222  0.1443
N -0.512 0.432 -0.294  -0.2108
N -1.747 -1.280 0.121  0.0302
N -1.648 0.919 -0.407  0.0376

ii | This record from the OMol25 dataset describes C5H5N3 in the gas phase. The level of theory is ωB97M-V/def2-TZVPD.

For the HOMO energy, the calculation gives -9.02 eV. The LUMO energy is 0.36 eV. As for the SMILES: C1=Cc2nncn2C1. The calculation puts the frontier orbital gap at 0.345 Ha.

Each line ends with the Löwdin charge.
Atoms and positions in Å:
C -0.006 -1.098 -0.652  -0.1031
C -1.279 -0.257 -1.081  -0.0235
C -1.443 0.873 -0.328  -0.0043
C -0.314 0.950 0.539  -0.2632
C 1.635 -0.021 1.040  -0.2307
H -0.230 -1.941 0.010  0.1212
H 0.673 -1.430 -1.577  0.1636
H -2.033 -0.619 -1.795  0.1007
H -2.234 1.545 -0.469  0.0939
H 2.601 -0.713 1.085  0.1662
N 0.430 1.752 1.325  0.0511
N 1.638 1.104 1.636  -0.0017
N 0.562 -0.145 0.266  -0.0702

iii | This record from the OMol25 dataset describes C5H5N3 in the gas phase. The level of theory is ωB97M-V/def2-TZVPD.

For the HOMO energy, the calculation gives -10.18 eV. The LUMO energy is -1.21 eV. As for the SMILES: [H]/N=C1\N=CC(C=C)=N1. The calculation puts the frontier orbital gap at 0.330 Ha.

Each line ends with the Löwdin charge.
Atoms and positions in Å:
C -0.244 1.044 2.954  -0.0184
C 0.327 1.188 1.772  -0.1268
C 0.140 0.313 0.477  -0.2266
C 0.078 -0.443 -1.603  -0.4604
C -0.619 -0.994 0.363  -0.0985
H -0.182 1.839 3.765  0.0883
H -1.068 0.286 2.971  0.0643
H 0.739 2.193 1.725  0.0916
H 0.003 -1.271 -3.318  0.1257
H -0.879 -1.658 1.335  0.1624
N 0.606 0.714 -0.722  0.1547
N 0.660 -0.546 -2.736  0.1497
N -0.795 -1.315 -0.863  0.0942

iv | This record from the OMol25 dataset describes a molecular structure, C5H5N3. The level of theory is ωB97M-V/def2-TZVPD.

For the HOMO energy, the calculation gives -8.72 eV. The LUMO energy is -0.49 eV. The calculation puts the frontier orbital gap at 0.303 Ha.

Each line ends with the Löwdin charge.
Atoms and positions in Å:
C -0.237 0.043 1.001  -0.2141
C 0.839 0.421 0.138  -0.2908
C -1.048 -1.016 -0.460  -0.1891
C 1.236 1.694 -0.036  0.1223
N -0.554 -0.163 2.170  0.1714
N -1.777 -0.373 -1.270  0.0767
C 0.922 -0.638 -0.875  -0.2829
N 1.562 -1.392 -1.519  0.1998
H 0.137 -0.058 2.914  0.0857
H -2.577 -0.916 -1.604  0.0578
H -1.188 -2.055 -0.132  0.1040
H 1.870 1.951 -0.875  0.0792
H 0.817 2.504 0.547  0.0798

Computed energies relative to the best structure, in kJ/mol: i 430.3; ii 0.0; iii 111.1; iv 311.5

i | This record from the OMol25 dataset describes a molecular structure, C5H5N3. The level of theory is ωB97M-V/def2-TZVPD.

For the HOMO energy, the calculation gives -8.68 eV. The LUMO energy is 0.74 eV. The calculation puts the frontier orbital gap at 0.346 Ha.

Each line ends with the Löwdin charge.
Atoms and positions in Å:
C -1.382 -0.191 -0.172  -0.4666
C -1.181 1.105 -0.140  -0.0394
C 0.667 -0.098 0.217  -0.5294
C 2.155 -0.167 0.166  -0.0231
C 3.321 -0.275 -0.282  0.0978
H -2.729 -1.517 -0.064  0.0459
H -3.027 -0.226 0.999  0.2185
H -1.722 2.126 -0.603  0.1896
H 0.802 1.746 0.591  0.1710
H 4.420 -0.312 -0.689  0.0792
N -2.735 -0.518 -0.240  0.0372
N 0.212 1.020 0.190  0.0381
N -0.223 -1.081 0.198  0.1812

ii | This record from the OMol25 dataset describes C5H5N3 in the gas phase. The level of theory is ωB97M-V/def2-TZVPD.

For the HOMO energy, the calculation gives -9.13 eV. The LUMO energy is 0.68 eV. As for the SMILES: C1=Nn2nccc2C1. The calculation puts the frontier orbital gap at 0.360 Ha.

Each line ends with the Löwdin charge.
Atoms and positions in Å:
C 1.321 0.805 -0.008  -0.0665
C 1.870 -0.640 -0.015  -0.1326
C -2.145 -0.421 -0.052  -0.2053
C -1.496 0.832 0.024  -0.0092
C -0.137 0.407 0.076  -0.1695
H 1.694 1.442 0.874  0.1441
H 1.685 1.385 -0.820  0.0960
H 2.937 -0.846 -0.166  0.1117
H -3.289 -0.582 0.030  0.1254
H -1.902 1.787 -0.066  0.0702
N 1.053 -1.618 0.017  0.1278
N -0.178 -1.007 0.120  -0.1808
N -1.414 -1.544 -0.014  0.0887

Computed energies relative to the best structure, in kJ/mol: i 351.6; ii 0.0